Record 1
119
Properties=species:S:1:pos:R:3 method="wB97M-V/def2-TZVPD" lumo_ev="2.4243 / 2.4225" orbital_gap_ha="0.283 / 0.285" energy_ev=-255003.2369 multiplicity=4 total_charge=-1 homo_ev="-5.29 / -5.33"
Co 0.09181 -0.20967 -0.46043
C 5.39685 -7.05161 -4.04862
C 3.93601 -6.73363 -3.86665
C 3.22211 -6.06762 -4.85312
C 1.88425 -5.73677 -4.68945
C 1.15730 -4.97282 -5.76314
C 1.23157 -6.11027 -3.50690
C 1.92507 -6.82039 -2.51926
C 1.25213 -7.31388 -1.26346
C 3.27212 -7.10433 -2.70880
C -0.24778 -5.94169 -3.39881
C -0.98534 -6.91500 -4.07255
C -2.36491 -6.93183 -4.01874
C -3.01649 -5.97578 -3.26459
C -2.30894 -4.99592 -2.57098
C -0.90284 -4.94836 -2.65153
Ge 0.12973 -3.39338 -1.87086
S -0.92932 -2.22421 -0.36836
S 2.20076 -3.73076 -0.96948
Ge 2.66023 -1.77523 -2.05123
S 2.29367 0.00680 -0.83372
S 0.98598 -2.15717 -3.57921
C 4.52349 -1.66458 -2.80085
C 4.76054 -1.31694 -4.14166
C 6.07076 -1.23376 -4.60914
C 7.14391 -1.49356 -3.77800
C 6.91440 -1.81092 -2.45166
C 5.61790 -1.88324 -1.94817
C 5.47039 -2.15080 -0.48753
C 5.42321 -3.45410 0.01108
C 5.54020 -4.65565 -0.89233
C 5.30474 -3.65193 1.38498
C 5.25315 -2.58848 2.26779
C 5.12124 -2.80482 3.75164
C 5.35797 -1.29802 1.75791
C 5.48200 -1.06130 0.39948
C 5.66498 0.34193 -0.11175
C 3.66716 -1.01834 -5.11360
C 2.97287 0.19469 -5.08429
C 3.29943 1.30231 -4.11808
C 1.95850 0.42060 -6.01472
C 1.63689 -0.50895 -6.98486
C 0.53350 -0.25851 -7.97690
C 2.37035 -1.69081 -7.03153
C 3.37510 -1.95624 -6.11819
C 4.13305 -3.25428 -6.18949
C -3.14622 -4.06303 -1.76158
C -3.42247 -4.34128 -0.42238
C -2.80117 -5.51311 0.29355
C -4.25081 -3.47993 0.29090
C -4.78889 -2.34395 -0.28741
C -5.59722 -1.36090 0.51516
C -4.52828 -2.10050 -1.63239
C -3.72300 -2.94382 -2.37833
C -3.41795 -2.63495 -3.82090
H 5.74862 -6.72876 -5.02843
H 5.57616 -8.12419 -3.95150
H 5.99474 -6.54434 -3.28799
H 3.71626 -5.80726 -5.78180
H 1.81314 -4.78266 -6.61335
H 0.82000 -4.01191 -5.36773
H 0.27871 -5.51561 -6.11413
H 0.19227 -7.07294 -1.25231
H 1.71122 -6.84973 -0.38871
H 1.36349 -8.39650 -1.17295
H 3.80908 -7.64131 -1.93267
H -0.44797 -7.67299 -4.63095
H -2.92475 -7.69778 -4.54173
H -4.09739 -5.98755 -3.18440
H 6.23942 -0.93773 -5.63830
H 8.15678 -1.43150 -4.15746
H 7.74400 -2.00415 -1.78093
H 5.56869 -4.36421 -1.94019
H 4.68393 -5.31238 -0.75026
H 6.44864 -5.21680 -0.65608
H 5.24400 -4.66846 1.76120
H 5.08420 -3.86666 3.99294
H 4.21044 -2.33527 4.12764
H 5.96590 -2.35889 4.28078
H 5.33853 -0.45262 2.43824
H 5.67034 1.05200 0.71462
H 4.85266 0.61040 -0.78795
H 6.60538 0.43085 -0.65976
H 4.15426 1.06199 -3.49145
H 2.44893 1.49546 -3.46536
H 3.51517 2.22149 -4.66792
H 1.40917 1.35492 -5.95942
H 0.05332 0.70215 -7.79524
H -0.22634 -1.03923 -7.90694
H 0.92048 -0.26334 -8.99817
H 2.14242 -2.42847 -7.79533
H 3.67619 -3.92216 -6.91954
H 4.13627 -3.74306 -5.21457
H 5.17162 -3.08950 -6.48213
H -2.25697 -6.16062 -0.39010
H -3.56363 -6.10450 0.80442
H -2.09579 -5.14091 1.04004
H -4.44558 -3.69433 1.33757
H -5.79090 -1.73764 1.51959
H -6.55255 -1.14705 0.03204
H -5.05091 -0.41846 0.60441
H -4.94580 -1.21645 -2.10344
H -3.91969 -1.72044 -4.13475
H -3.73356 -3.45062 -4.47351
H -2.34146 -2.50434 -3.95794
C -2.11794 0.96312 2.98436
C -1.17291 1.22898 1.82807
C -0.30385 2.45827 2.05442
O -0.26882 0.11139 1.67456
C -1.96609 1.47806 0.49858
O -3.05427 2.03385 0.57436
O -1.36319 1.11123 -0.56944
H -1.56053 0.86724 3.91861
H -2.68018 0.04262 2.80572
H -2.82622 1.78460 3.06254
H 0.20069 2.40321 3.02086
H -0.92582 3.35163 2.01694
H 0.45260 2.51039 1.26984
H -0.75250 -0.70276 1.87119

***

Record 2
121
Properties=species:S:1:pos:R:3 method="wB97M-V/def2-TZVPD" lumo_ev="-4.7932 / -4.5165" orbital_gap_ha="0.182 / 0.195" de_lowest_ev=4.7218 energy_ev=-149588.0146 total_charge=+1 homo_ev="-9.74 / -9.82"
Ir 0.41714 -0.28351 0.14923
C -6.91307 -1.54584 -0.62800
C -6.24527 -2.48046 0.38179
C -7.08394 -2.49015 1.66937
C -6.19483 -3.90140 -0.21045
C -4.82057 -2.06112 0.69882
C -4.13267 -1.08550 -0.03976
C -2.85650 -0.73086 0.30277
Se -1.84220 0.28757 -1.00884
C -1.56878 2.15747 -0.63455
C -2.25036 3.03097 -1.47888
C -1.90621 4.36540 -1.51832
C -0.88821 4.77817 -0.64809
C -0.17676 3.94049 0.19115
C -0.48081 2.54505 0.16854
O 0.25783 1.67768 0.81466
C 0.96928 4.45562 1.06689
C 1.15531 5.96924 0.93383
C 2.29450 3.79147 0.65527
C 0.66260 4.13611 2.53906
C -2.50431 5.34888 -2.52056
C -3.63320 4.72193 -3.33983
C -3.05685 6.58435 -1.79638
C -1.39049 5.77869 -3.49115
C -2.15395 -1.34657 1.39757
O -1.01275 -0.91038 1.73042
C -2.80065 -2.46692 2.05583
C -4.10455 -2.73712 1.69835
C -2.11823 -3.43525 3.03236
C -0.69083 -3.05911 3.43970
C -2.06162 -4.81893 2.35522
C -2.95388 -3.54051 4.32112
H -7.95339 -1.84172 -0.76240
H -6.42597 -1.59763 -1.60384
H -6.90350 -0.51048 -0.28198
H -8.08175 -2.87884 1.46247
H -7.18528 -1.48016 2.07056
H -6.64066 -3.11720 2.44233
H -7.19086 -4.20719 -0.53369
H -5.83989 -4.62768 0.52247
H -5.52683 -3.93594 -1.07363
H -4.59117 -0.60367 -0.89344
H -3.02388 2.62883 -2.12004
H -0.61897 5.82582 -0.66104
H 1.41064 6.25049 -0.09016
H 1.97602 6.28423 1.57979
H 0.26052 6.51294 1.24353
H 2.46938 3.92041 -0.41751
H 2.28950 2.72889 0.87912
H 3.12544 4.25285 1.19515
H -0.26499 4.62298 2.84644
H 1.47203 4.50588 3.17400
H 0.55920 3.06312 2.69336
H -4.44143 4.36310 -2.69894
H -3.26869 3.89121 -3.94859
H -4.04870 5.47086 -4.01560
H -3.83860 6.29733 -1.09075
H -3.48621 7.27786 -2.52260
H -2.27798 7.11483 -1.24795
H -0.95803 4.90551 -3.98474
H -0.58813 6.30574 -2.97244
H -1.79745 6.44346 -4.25723
H -4.59961 -3.55462 2.20467
H -0.01026 -3.05954 2.59040
H -0.33360 -3.80116 4.15744
H -0.64401 -2.08004 3.91364
H -1.43751 -4.79951 1.45861
H -3.05346 -5.17341 2.07246
H -1.62780 -5.54222 3.04786
H -3.10140 -2.55481 4.76494
H -2.42761 -4.16619 5.04290
H -3.92999 -3.99387 4.14452
O 0.17422 -3.13426 -0.08451
N 0.40827 -2.11712 -1.02928
C 1.60454 -2.15969 -1.49863
C 2.69160 -2.93931 -0.89623
C 3.30568 -3.97289 -1.59467
C 4.29868 -4.72189 -0.98551
C 4.70202 -4.41567 0.30573
C 4.12198 -3.35644 0.98874
C 3.09898 -2.61897 0.40589
P 2.45516 -1.07507 1.16252
C 3.89571 -0.00016 0.87144
C 3.84310 0.87602 -0.20748
C 4.94143 1.65784 -0.53216
C 6.10116 1.55594 0.22120
C 6.15338 0.69201 1.30848
C 5.05489 -0.08401 1.63905
C 2.38901 -1.21589 2.96327
C 2.48328 -2.38783 3.70392
C 2.39129 -2.33568 5.08801
C 2.18493 -1.12523 5.73149
C 2.04204 0.04179 4.98926
C 2.14229 -0.00226 3.61098
H -0.78536 -3.12698 0.02114
H 1.77139 -1.54417 -2.37942
H 2.97050 -4.20637 -2.59760
H 4.76816 -5.53353 -1.52474
H 5.48457 -4.99436 0.77818
H 4.47395 -3.09563 1.97783
H 2.92868 0.94865 -0.78656
H 4.88856 2.34761 -1.36483
H 6.96481 2.15683 -0.03247
H 7.05600 0.62562 1.90192
H 5.10153 -0.74600 2.49598
H 2.60475 -3.34284 3.20848
H 2.48217 -3.24675 5.66528
H 2.12824 -1.09281 6.81155
H 1.84988 0.98306 5.48710
H 2.01382 0.90097 3.02166
I 1.36220 2.23753 -3.02381
C 0.26039 0.87858 -4.18676
C 0.20306 0.99943 -5.56763
C -0.51179 0.03222 -6.25587
C -1.12254 -0.99721 -5.55006
C -1.02923 -0.99090 -4.16946
N -0.34637 -0.06198 -3.49865
H 0.69025 1.81621 -6.07985
H -0.59906 0.08244 -7.33333
H -1.66755 -1.77775 -6.06252
H -1.51987 -1.74250 -3.55835

***

Record 3
128
Properties=species:S:1:pos:R:3 method="wB97M-V/def2-TZVPD" lumo_ev=2.3158 orbital_gap_ha=0.239 de_lowest_ev=0.3162 energy_ev=-223917.0019 total_charge=-1 homo_ev=-4.19
Ag 0.26250 0.47315 0.36890
C -3.60657 6.95149 -0.12304
C -2.75151 5.74763 0.26704
C -2.20044 4.99238 -0.95533
C -2.06807 3.47713 -0.74996
Ge -3.80023 2.56318 -0.62559
C -4.95754 2.77690 -2.21801
C -6.39046 3.25406 -1.89097
C -7.46706 2.43111 -2.59824
C -7.47777 2.63685 -4.11287
H -3.98707 7.47866 0.75552
H -4.46839 6.62210 -0.71200
H -3.03550 7.66051 -0.72749
H -3.34980 5.06675 0.87539
H -1.91667 6.07242 0.89428
H -1.21919 5.40169 -1.21403
H -2.85193 5.18543 -1.81727
H -1.49134 3.24807 0.15010
H -1.51759 3.03751 -1.58642
H -4.60391 3.12172 0.57095
H -5.00718 1.78517 -2.67460
H -4.48401 3.43160 -2.95351
H -6.50591 4.30432 -2.17597
H -6.57473 3.20038 -0.81479
H -8.44933 2.69184 -2.19449
H -7.30131 1.37189 -2.37642
H -7.59507 3.69739 -4.35451
H -8.30369 2.09422 -4.57647
H -6.54736 2.28940 -4.56660
C 2.02725 -2.96458 -1.05909
P 0.65051 -1.98418 -0.27255
C 0.48600 -2.66416 1.41283
C -0.76992 -2.82573 1.99455
C -0.89035 -3.18967 3.32719
C 0.24666 -3.37106 4.10490
C 1.50135 -3.17950 3.54359
C 1.62249 -2.82192 2.20731
C -0.64400 -2.83375 -1.27306
C -0.93261 -2.22966 -2.49810
C -1.71556 -2.87691 -3.44528
C -2.24073 -4.13199 -3.16501
C -1.97579 -4.73257 -1.94057
C -1.17497 -4.09213 -1.00385
P 3.85485 -2.91148 -0.58195
C 3.97193 -4.73531 -0.03165
C 5.23986 -5.33128 -0.07500
C 5.45989 -6.61827 0.38897
C 4.41372 -7.34928 0.94417
C 3.15976 -6.76716 1.03619
C 2.94528 -5.47572 0.55742
C 4.48812 -3.26147 -2.30685
C 5.30600 -2.33840 -2.95403
C 5.71794 -2.53708 -4.26773
C 5.32148 -3.67004 -4.96169
C 4.51272 -4.60645 -4.32876
C 4.10141 -4.40202 -3.01806
H 2.00382 -2.61545 -2.08938
H 1.70385 -4.00247 -1.05726
H -1.65781 -2.64831 1.39899
H -1.87333 -3.31380 3.76645
H 0.15290 -3.64668 5.14912
H 2.39279 -3.29902 4.14867
H 2.60611 -2.64625 1.78438
H -0.50997 -1.25155 -2.71104
H -1.91285 -2.40281 -4.39938
H -2.85111 -4.64247 -3.90086
H -2.38086 -5.71443 -1.72409
H -0.95060 -4.57934 -0.06059
H 6.06784 -4.76685 -0.49604
H 6.44613 -7.06195 0.31081
H 4.57917 -8.35599 1.30954
H 2.33513 -7.32054 1.47191
H 1.95380 -5.04707 0.65495
H 5.62720 -1.45486 -2.42320
H 6.34345 -1.79453 -4.75110
H 5.64401 -3.82879 -5.98448
H 4.19457 -5.49847 -4.85713
H 3.47333 -5.14718 -2.54402
C -4.08102 -2.09584 0.22260
C -3.93493 -1.64565 -1.08138
C -3.75645 -0.29014 -1.33211
C -3.72988 0.63418 -0.28719
C -3.85185 0.15991 1.02122
C -4.02341 -1.19341 1.27608
H -4.22130 -3.15292 0.41753
H -3.95993 -2.35183 -1.90141
H -3.63783 0.04695 -2.35651
H -3.82380 0.86233 1.84767
H -4.11507 -1.54456 2.29889
Br 3.27976 7.05298 -2.16217
C 2.61648 5.36964 -1.57854
C 2.03448 5.25965 -0.33088
C 1.54609 4.01310 0.04207
N 1.61325 2.93932 -0.74406
C 2.19146 3.07179 -1.93552
C 2.71349 4.27026 -2.40735
H 1.95865 6.10963 0.33304
H 1.08013 3.86368 1.01136
H 2.25461 2.17379 -2.54226
H 3.18031 4.33244 -3.37988
F 2.94964 -0.20009 0.18962
C 3.53205 -0.36294 -1.08976
F 2.57613 0.21903 -1.96651
C 4.64748 0.66635 -1.05936
F 5.69953 0.19824 -0.35332
F 5.09043 0.92791 -2.31387
F 4.33056 1.87098 -0.51892
C 2.38965 0.62537 4.82105
C 0.97775 1.10302 4.50192
C 0.03048 0.60007 5.58790
O 0.58614 0.47906 3.27278
B 0.26329 1.41108 2.28371
O 0.36142 2.69091 2.84203
C 0.85608 2.64321 4.19255
C 2.18454 3.39298 4.21303
C -0.14600 3.38385 5.07219
H 2.36328 -0.45989 4.94001
H 2.76811 1.07397 5.74255
H 3.07310 0.84252 4.00006
H 0.12399 -0.48657 5.63759
H -1.00552 0.83266 5.34082
H 0.27620 1.01978 6.56711
H 2.88754 2.96194 3.49936
H 2.63009 3.38475 5.21125
H 2.00682 4.43159 3.92358
H -1.14685 2.97015 4.94805
H -0.17443 4.43014 4.76179
H 0.13151 3.34020 6.12787